(1)
17
Properties=species:S:1:pos:R:3 method="wB97M-V/def2-TZVPD" s2=0.7550 de_lowest_kj_mol=71.2 mol_weight_g_mol=105.2 multiplicity=2 e_tot_ev=-16642.51846 lumo_ev="-3.232 / -8.372" homo_energy_ev="-13.053 / -12.765" orbital_gap_ev="9.8 / 4.4" charge=+1
C 0.615 1.239 -0.105
C -0.677 1.802 -0.784
S -0.511 1.600 -2.572
C 0.690 -0.298 -0.026
N -0.343 -0.989 0.693
C 0.065 -2.106 1.531
H 1.479 1.563 -0.678
H 0.601 1.649 0.903
H -0.611 2.854 -0.481
H -1.626 1.482 -0.367
H -1.652 0.882 -2.796
H 0.770 -0.728 -1.041
H 1.670 -0.423 0.440
H -1.039 -1.332 0.031
H 0.832 -1.819 2.252
H 0.520 -2.881 0.904
H -0.780 -2.494 2.095

***

(2)
18
Properties=species:S:1:pos:R:3 method="wB97M-V/def2-TZVPD" de_lowest_kj_mol=262.2 smiles=CCSSCCN mol_weight_g_mol=137.3 multiplicity=1 e_tot_ev=-27484.54749 lumo_ev=-0.155 homo_energy_ev=-7.775 orbital_gap_ev=7.6
C -0.541 1.933 -2.232
C -0.518 1.754 -0.644
S 1.241 1.306 -0.091
S 2.119 -0.616 0.562
C 0.847 -1.630 0.114
C -0.283 -1.346 1.089
N 0.256 -1.045 2.445
H -1.515 2.174 -2.550
H -0.347 0.963 -2.676
H 0.287 2.582 -2.540
H -1.076 0.805 -0.539
H -0.799 2.662 -0.034
H 1.160 -2.696 0.249
H 0.416 -1.755 -0.975
H -1.097 -2.093 1.092
H -0.814 -0.334 0.870
H 1.120 -1.516 2.701
H -0.454 -1.149 3.158

***

(3)
18
Properties=species:S:1:pos:R:3 method="wB97M-V/def2-TZVPD" de_lowest_kj_mol=284.7 smiles=CNCCCSS mol_weight_g_mol=137.3 multiplicity=1 e_tot_ev=-27484.31523 lumo_ev=-0.898 homo_energy_ev=-8.420 orbital_gap_ev=7.5
C -0.700 2.364 -0.713
N -0.722 0.990 -0.408
C 0.199 0.610 0.758
C -0.034 -0.778 1.358
C -0.667 -1.770 0.484
S -0.299 -2.036 -1.362
S 1.908 -2.462 -1.580
H -0.918 3.029 0.102
H -1.405 2.692 -1.582
H 0.340 2.596 -1.169
H -0.364 0.456 -1.286
H 0.272 1.496 1.356
H 1.163 0.684 0.175
H 0.977 -1.062 1.495
H -0.541 -0.645 2.294
H -0.555 -2.757 0.902
H -1.739 -1.595 0.387
H 3.084 -1.813 -1.213

***

(4)
18
Properties=species:S:1:pos:R:3 method="wB97M-V/def2-TZVPD" de_lowest_kj_mol=291.1 smiles=CCN(S)[C@H](C)S mol_weight_g_mol=137.3 multiplicity=1 e_tot_ev=-27484.24832 lumo_ev=0.754 homo_energy_ev=-8.665 orbital_gap_ev=9.4
C 1.733 -1.408 0.675
C 1.726 -0.495 -0.458
N 0.400 0.704 -0.255
S 0.513 1.666 1.060
C -0.796 0.040 -0.483
C -2.026 0.976 -0.798
S -1.356 -1.032 0.993
H 1.756 -2.495 0.374
H 2.608 -1.300 1.438
H 0.911 -1.431 1.351
H 2.552 0.141 -0.297
H 1.344 -0.745 -1.458
H 0.670 2.906 0.477
H -0.665 -0.674 -1.293
H -1.706 1.696 -1.472
H -2.815 0.250 -0.965
H -2.315 1.645 -0.003
H -2.534 -0.447 1.113

***

(5)
18
Properties=species:S:1:pos:R:3 method="wB97M-V/def2-TZVPD" de_lowest_kj_mol=70.0 smiles=CN[C@H](C)CSS mol_weight_g_mol=137.3 multiplicity=1 e_tot_ev=-27486.54042 lumo_ev=0.730 homo_energy_ev=-8.609 orbital_gap_ev=9.3
C -0.385 -2.057 -0.078
N 0.326 -0.815 0.258
C -0.315 0.374 -0.276
C -0.300 0.546 -1.825
C 0.212 1.663 0.307
S -0.141 1.793 2.110
S 1.288 0.846 3.182
H -1.435 -1.858 -0.271
H -0.227 -2.758 0.748
H 0.069 -2.586 -0.920
H 1.276 -0.835 -0.100
H -1.384 0.245 -0.067
H -1.057 1.228 -2.200
H -0.499 -0.448 -2.243
H 0.741 0.723 -2.110
H 1.280 1.811 0.142
H -0.285 2.537 -0.093
H 0.838 -0.408 3.437

***

(6)
18
Properties=species:S:1:pos:R:3 method="wB97M-V/def2-TZVPD" de_lowest_kj_mol=72.3 smiles=CNCCCSS mol_weight_g_mol=137.3 multiplicity=1 e_tot_ev=-27486.51635 lumo_ev=0.625 homo_energy_ev=-8.217 orbital_gap_ev=8.8
C 3.128 2.921 -0.914
N 2.167 1.861 -0.964
C 1.613 1.384 0.265
C 0.276 0.666 0.056
C 0.213 -0.642 0.814
S -1.426 -1.357 1.040
S -2.217 -1.477 -0.819
H 3.972 2.666 -0.272
H 2.690 3.840 -0.496
H 3.536 3.178 -1.888
H 1.888 1.460 -1.839
H 1.458 2.243 0.930
H 2.317 0.698 0.766
H -0.527 1.308 0.402
H 0.047 0.556 -1.006
H 0.909 -1.388 0.417
H 0.543 -0.491 1.845
H -1.709 -2.636 -1.283

***

(7)
18
Properties=species:S:1:pos:R:3 method="wB97M-V/def2-TZVPD" s2=2.0062 de_lowest_kj_mol=341.5 mol_weight_g_mol=137.3 multiplicity=3 e_tot_ev=-27480.32097 lumo_ev="0.774 / -2.368" homo_energy_ev="-4.100 / -8.700" orbital_gap_ev="4.9 / 6.3"
C -1.353 0.366 -1.740
C -1.505 -0.009 0.773
C 2.693 -0.708 0.863
C -0.696 -0.201 -0.526
N 0.662 0.478 -0.296
S 0.465 2.143 -0.031
S 2.131 -0.121 -0.787
H -1.543 1.416 -1.859
H -0.796 0.036 -2.655
H -2.231 -0.097 -1.829
H -2.264 0.636 0.696
H -0.784 0.369 1.471
H -1.869 -1.013 1.255
H 3.461 -1.424 0.723
H 1.844 -1.007 1.433
H 3.066 0.236 1.471
H -0.412 -1.160 -0.783
H 0.460 2.096 1.310

***

(8)
18
Properties=species:S:1:pos:R:3 method="wB97M-V/def2-TZVPD" s2=3.7544 de_lowest_kj_mol=0.0 mol_weight_g_mol=149.8 multiplicity=4 e_tot_ev=-49460.43506 lumo_ev="0.794 / -0.404" homo_energy_ev="-6.363 / -9.248" orbital_gap_ev="7.2 / 8.8"
C -2.163 -2.332 -0.856
H -2.031 -2.482 -1.936
H -1.456 -3.036 -0.396
H -3.154 -2.600 -0.464
Ni -0.625 -0.512 1.324
O -1.475 0.707 0.126
H -2.142 -1.150 -0.784
C 2.408 0.239 1.221
O 1.100 0.312 0.684
C 0.780 1.557 0.060
C -0.541 1.361 -0.670
H 2.527 -0.752 1.672
H 3.149 0.370 0.419
H 2.558 1.016 1.986
H 1.585 1.836 -0.638
H 0.706 2.337 0.836
H -0.335 0.771 -1.586
H -0.891 2.359 -0.996